36
Properties=species:S:1:pos:R:3 method="wB97M-V/def2-TZVPD" multiplicity=3 total_charge=-1 gap_ha="0.2570 / 0.2586" s_squared=2.002 e_lumo_ev="2.70 / 2.70"
C -1.08939 -1.29653 -3.50928
C -1.28616 -2.35932 -2.57856
C -2.09640 -1.86195 -1.51540
H -0.92242 -3.38205 -2.67837
C -2.35911 -0.47504 -1.76267
C -1.74848 -0.13338 -3.01107
H -1.85447 0.82040 -3.52354
H -0.58855 -1.38325 -4.47388
H -2.50095 -2.45321 -0.68618
H -2.98155 0.17862 -1.15440
Tm 0.08445 -0.66443 -1.18924
Br 1.15459 -2.81024 -0.18825
C 2.46234 0.82920 -1.42470
C 1.54877 1.57410 -2.23652
C 1.31865 0.82185 -3.43257
H 1.17223 2.57226 -2.02036
C 2.04298 -0.40024 -3.33890
C 2.75244 -0.39997 -2.09335
H 3.41447 -1.17896 -1.73142
H 2.91262 1.16942 -0.49738
H 0.74852 1.16134 -4.29131
H 2.10339 -1.17803 -4.09353
Br 1.80673 2.24419 2.04581
C 0.59921 1.46328 3.25182
C 0.82791 1.67812 4.62585
C -0.04204 1.14372 5.58646
C -1.11675 0.33870 5.18703
C -1.32275 0.09479 3.82374
C -0.49919 0.65888 2.83253
C -0.77142 0.22387 1.41342
O -1.68768 -0.60402 1.16730
O 0.00909 0.68589 0.46902
H 1.69603 2.25521 4.94183
H 0.14273 1.33681 6.64520
H -1.79102 -0.10420 5.93065
H -2.13882 -0.56585 3.51022

---

120
Properties=species:S:1:pos:R:3 method="wB97M-V/def2-TZVPD" total_charge=+1 gap_ha=0.3079 e_lumo_ev=-2.96
C 2.76495 -3.72177 2.24633
C 1.59613 -3.13921 1.44970
C 1.57698 -3.53239 -0.01427
C 0.81643 -2.43579 -0.78550
C 1.29659 -2.32280 -2.21870
C 0.79936 -1.11037 -3.04174
C 0.22266 0.00507 -2.17239
C -1.16317 -0.19947 -1.64792
C -1.38622 0.75676 -0.44430
C -1.16827 -0.06326 0.84748
O -2.41469 -0.34137 1.47612
C -2.86644 -1.66405 1.29176
C -3.64994 -1.88742 -0.01458
C -0.62358 2.11776 -0.53102
C -1.56869 3.15183 0.10480
C -2.09922 2.83345 1.52407
C -3.59468 2.52140 1.54559
C 0.75803 2.08794 0.16780
C 1.02997 3.10612 1.25197
O 0.82155 2.83037 2.41984
O 1.60663 4.30994 0.90405
C 2.82084 4.53849 1.57245
C 4.01965 3.81755 1.05759
O 2.86188 5.28284 2.52030
C -0.45072 2.48653 -2.05163
O -1.69198 2.58043 -2.64516
C -2.19804 3.85519 -3.05560
C -3.61611 3.61941 -3.51652
C -4.59622 3.31504 -2.39592
C -6.02756 3.45433 -2.89507
C 0.37987 3.81630 -2.17982
O 0.23619 4.67680 -1.33202
N 1.25954 4.08541 -3.26760
C 1.06158 5.29286 -3.96688
O 0.58800 5.43649 -5.06643
F 1.51185 6.32027 -3.25685
N 0.27200 1.36907 -2.84636
P -0.15586 1.30455 -4.59215
O -0.46415 2.62144 -5.11904
O -1.35256 0.30795 -4.75573
O 1.09066 0.72788 -5.39078
H 3.62788 -3.08828 2.09260
H 2.97075 -4.74479 1.96805
H 2.50686 -3.63600 3.29356
H 0.65202 -3.41183 1.91029
H 1.66788 -2.06465 1.53417
H 2.60612 -3.50273 -0.36672
H 1.15418 -4.51069 -0.18851
H -0.23133 -2.70764 -0.73622
H 1.01939 -1.53528 -0.22459
H 2.37756 -2.33323 -2.21245
H 1.01581 -3.22545 -2.74485
H 1.69644 -0.70530 -3.49676
H 0.11712 -1.44974 -3.80607
H 0.88802 0.01561 -1.31844
H -1.92437 0.02810 -2.38364
H -1.33506 -1.21894 -1.35926
H -2.43453 0.98852 -0.47561
H -0.68195 -1.01255 0.66174
H -0.57159 0.44654 1.58951
H -3.56009 -1.84934 2.09995
H -2.08083 -2.40490 1.41157
H -3.14044 -2.64740 -0.58117
H -3.66730 -0.95961 -0.57365
H -4.65533 -2.22125 0.17726
H -1.11781 4.13242 0.13330
H -2.45811 3.25092 -0.49516
H -1.52875 2.11065 2.08105
H -2.01337 3.74886 2.09449
H -4.15866 3.43515 1.42100
H -3.88399 1.79114 0.80366
H -3.83670 2.10750 2.51627
H 0.96208 1.14071 0.64184
H 1.57487 2.18031 -0.55462
H 4.11835 2.83966 1.50962
H 4.89729 4.37575 1.33556
H 4.03549 3.72268 -0.01908
H -1.65857 4.28937 -3.89060
H -2.23211 4.55036 -2.22855
H -3.59747 2.75439 -4.17138
H -3.97552 4.45419 -4.10547
H -4.48307 2.29336 -2.04771
H -4.44372 3.94567 -1.52686
H -6.27386 4.50200 -3.01791
H -6.74418 3.01110 -2.21855
H -6.13937 2.98481 -3.86482
H 1.55432 3.32996 -3.85636
H 1.27330 1.57167 -2.80737
H -1.10865 -0.31435 -5.45818
H 1.65573 1.48619 -5.57818
C -5.78526 -5.12496 2.82531
C -5.42321 -6.56236 2.51808
O -4.72505 -6.43949 1.27220
C -4.23616 -5.18480 1.18334
O -3.47414 -4.81367 0.35240
O -4.73394 -4.40230 2.16958
H -5.79751 -4.90261 3.88843
H -6.73986 -4.83021 2.38727
H -4.74692 -6.99201 3.25840
H -6.28924 -7.20876 2.40970
C 3.26514 -0.33559 4.58948
C 4.15575 0.64782 3.86827
O 3.64524 0.58496 2.52363
C 2.37336 0.15800 2.58529
O 1.62130 0.14043 1.65581
O 2.05431 -0.27025 3.81384
H 3.07506 -0.06519 5.62390
H 3.65327 -1.35405 4.54960
H 4.04524 1.66873 4.23704
H 5.20391 0.36522 3.89623
C 6.76174 -5.20918 2.46795
C 8.17692 -4.67750 2.53266
O 7.96424 -3.26144 2.56422
C 6.72509 -3.03039 3.04482
O 6.31372 -1.95547 3.34106
O 6.01792 -4.18108 3.13618
H 6.63890 -6.16089 2.97694
H 6.39279 -5.30051 1.44491
H 8.69629 -4.97608 3.44416
H 8.77955 -4.95524 1.67273

---

84
Properties=species:S:1:pos:R:3 method="wB97M-V/def2-TZVPD" gap_ha=0.2295 e_lumo_ev=-0.42 relative_energy_kj_mol=0.00
Ba -0.13103 0.38366 -0.11068
C 0.78898 1.63101 3.10126
O 0.67674 0.34159 2.49921
C 1.95173 -0.34693 2.24258
C 2.89551 -0.21566 3.37959
C 3.29704 -1.27664 4.10131
C 2.87540 -2.61452 3.79794
C 2.10175 -2.82813 2.70701
C 1.66004 -1.76549 1.87376
N 0.86165 -1.93289 0.79619
N 0.57185 -3.14151 0.46347
C -0.43296 -3.34163 -0.49821
C -0.79367 -2.57062 -1.59186
O -0.11763 -1.42290 -1.98513
C -1.90862 -2.90567 -2.39614
C -2.62385 -4.04043 -2.18971
C -2.25172 -4.91872 -1.14162
C -2.95406 -6.12703 -0.92103
C -2.60135 -6.96795 0.09447
C -1.52606 -6.62707 0.93796
C -0.83473 -5.46223 0.75168
C -1.17222 -4.57151 -0.29777
H 1.03085 1.54342 4.16046
H -0.18592 2.11251 3.01285
H 1.54024 2.24202 2.59638
H 3.26748 0.77803 3.59656
H 3.97703 -1.11920 4.93081
H 3.18651 -3.43272 4.43164
H 1.78554 -3.82501 2.43387
H -2.16148 -2.21728 -3.19307
H -3.47089 -4.28527 -2.81837
H -3.77979 -6.37157 -1.57875
H -3.14331 -7.89122 0.25323
H -1.24428 -7.29350 1.74318
H -0.01185 -5.20139 1.39849
C -2.16816 2.65678 -3.63834
C -0.88278 3.46440 -3.47633
Ge 0.57720 2.40442 -2.60277
C 2.17701 3.57716 -2.85138
C 3.46496 2.86927 -2.43735
C 0.92318 1.25437 -4.22753
C 1.09613 -0.03939 -4.53055
Ge 1.18576 -1.57573 -3.32699
C 0.88899 -3.29785 -4.20672
C -0.12310 -3.37092 -5.34978
C 2.76814 -1.62016 -2.19186
C 4.10857 -1.71086 -2.91544
C 1.33162 -0.43513 -5.95325
C 0.43239 -0.05696 -6.95053
C 0.63362 -0.43404 -8.26923
C 1.73898 -1.19908 -8.61767
C 2.64535 -1.57501 -7.63725
C 2.44020 -1.19717 -6.31797
H -2.95817 3.21135 -4.15176
H -2.57262 2.35405 -2.66611
H -1.98910 1.73990 -4.20750
H -1.07328 4.36473 -2.88522
H -0.52825 3.80371 -4.45514
H 2.04341 4.49094 -2.26544
H 2.23249 3.88302 -3.90090
H 3.43763 2.60251 -1.37624
H 4.35732 3.48074 -2.59571
H 3.60088 1.94099 -3.00122
H 0.98333 1.90640 -5.11055
H 0.62507 -3.99821 -3.40908
H 1.87502 -3.61024 -4.56291
H -1.08861 -2.94790 -5.07349
H -0.29622 -4.40884 -5.63985
H 0.22945 -2.83417 -6.23003
H 2.63405 -2.44289 -1.48440
H 2.72781 -0.69568 -1.61022
H 4.17149 -2.60107 -3.54549
H 4.93780 -1.76120 -2.20683
H 4.27661 -0.83927 -3.55182
H -0.43866 0.52506 -6.67491
H -0.07955 -0.13608 -9.02752
H 1.89418 -1.49796 -9.64613
H 3.51736 -2.16083 -7.89972
H 3.16491 -1.48827 -5.56495
C 3.72130 0.06103 0.65524
O 2.41157 0.42351 1.08957
H 3.76629 -1.00068 0.40579
H 4.45425 0.27384 1.43418
H 3.93668 0.66524 -0.22359

---

51
Properties=species:S:1:pos:R:3 method="wB97M-V/def2-TZVPD" total_charge=-1 gap_ha=0.2781 e_lumo_ev=2.49
N -1.52422 3.90972 1.40173
P -2.99136 4.30322 0.88720
C -3.75361 3.22459 -0.48719
C -2.88206 3.10815 -1.87559
C -1.28689 3.41885 -1.76150
C -0.36538 2.22684 -1.12223
C 1.18980 2.70983 -0.75041
F 1.18688 3.99180 0.04813
F 2.06387 2.80157 -1.94551
C 1.80890 1.55822 0.29162
F 1.47083 1.91387 1.71813
F 1.32277 0.18652 -0.00177
F 3.31723 1.56860 0.24420
C -5.08353 4.14323 -0.96684
O -6.23333 3.55716 -1.40330
O -5.07586 5.61886 -0.99885
N -4.41361 1.94870 -0.02831
F -5.24125 2.17981 1.05357
C -3.50779 0.85021 0.40366
F -4.42153 -0.24955 0.90663
F -2.73369 0.17763 -0.69806
F -2.60842 1.12712 1.54519
H -1.53758 3.64550 2.41288
H -3.89568 4.19587 2.04085
H -2.92176 5.71039 0.46732
H -3.29728 3.87357 -2.69552
H -2.98221 2.04678 -2.41441
H -1.01696 4.44179 -1.20994
H -0.89207 3.57898 -2.87735
H -0.24576 1.39383 -1.96324
H -0.78184 1.74026 -0.14269
C 1.76103 -6.37835 0.03014
C 3.14228 -5.74279 -0.00130
C 3.46170 -4.92587 1.25371
C 2.54820 -3.71987 1.50253
C 2.49357 -2.69317 0.36844
C 3.83455 -2.03372 0.08801
H 0.97004 -5.62462 0.06479
H 1.60471 -6.98100 -0.87085
H 1.65329 -7.03498 0.89854
H 3.24199 -5.12278 -0.89814
H 3.88975 -6.54054 -0.09456
H 4.50344 -4.58852 1.19650
H 3.40813 -5.58544 2.12899
H 2.88245 -3.21812 2.41956
H 1.53000 -4.07087 1.70731
H 1.77321 -1.91286 0.64263
H 2.11157 -3.15448 -0.54844
H 4.21609 -1.52953 0.98150
H 3.72659 -1.28415 -0.70271
H 4.58078 -2.76026 -0.24502